# 1
25
Properties=species:S:1:pos:R:3:forces:R:3:nbo_charge:R:1 method="wB97M-V/def2-TZVPD" s2=6.0210 gap_ev="6.6 / 7.6" multiplicity=5 e_above_lowest_ev=0.000 e_tot_ha=-575.33409 e_lumo_ev="0.8 / -1.1"
C -1.102 1.210 -1.162 -0.6 1.6 -0.1 -0.3247
C 0.026 2.029 -0.779 -0.7 0.2 -0.5 -0.3086
C -0.136 2.398 0.592 -0.9 -0.1 0.0 -0.2434
C -1.363 1.842 1.066 0.0 1.1 -0.5 -0.2821
C -1.971 1.109 -0.009 0.5 0.4 -0.3 -0.2790
Ru -0.063 0.021 0.270 0.6 -2.1 0.5 1.1206
C 1.534 -0.754 -1.046 1.3 -0.6 -0.9 -0.6816
C 0.636 -1.743 -1.558 -1.0 0.6 0.8 0.2071
C 0.345 -2.468 -2.637 -0.3 -0.2 0.2 -0.4968
N -0.683 -1.700 -0.158 -1.2 -0.8 -3.0 -0.7528
H 0.556 3.009 1.169 -0.2 -0.4 -0.1 0.2499
H 0.848 2.314 -1.430 -0.2 -0.1 0.2 0.2467
H -1.777 1.955 2.066 0.2 -0.1 -0.3 0.2455
H -2.925 0.590 0.020 0.3 0.1 0.1 0.2494
H -1.298 0.806 -2.150 0.1 0.1 0.2 0.2553
H 1.898 0.028 -1.719 -0.1 -0.5 0.0 0.2306
H -1.589 -1.717 -0.806 2.3 0.0 1.6 0.3519
H 2.297 -1.132 -0.342 -0.5 0.3 -0.2 0.2557
H 1.050 -2.576 -3.490 -0.4 0.2 0.9 0.2306
H -0.591 -3.049 -2.711 0.6 0.5 0.1 0.2192
C 0.832 -0.459 3.014 0.5 0.2 -0.1 -0.2491
O 1.203 0.044 1.747 0.1 -0.3 1.1 -0.7410
H -0.264 -0.537 3.130 0.3 -0.1 0.1 0.1555
H 1.240 0.228 3.772 -0.3 -0.3 0.1 0.1678
H 1.295 -1.449 3.152 -0.3 0.1 0.1 0.1733

***

# 2
24
Properties=species:S:1:pos:R:3:forces:R:3:nbo_charge:R:1 method="wB97M-V/def2-TZVPD" gap_ev=8.5 e_above_lowest_ev=4.719 e_tot_ha=-803.48603 e_lumo_ev=0.4
C -1.587 -0.889 -1.092 -1.6 -0.4 -3.3 -0.2651
C -0.616 -1.944 -1.135 -0.3 -0.8 2.0 -0.1988
C -1.591 -0.093 -0.058 -2.3 3.9 1.0 -0.1323
C -0.058 -2.365 0.038 0.7 -1.3 -4.8 -0.2271
C -0.558 -0.187 0.955 0.7 -1.3 -1.1 -0.3209
C -0.312 -1.645 1.205 0.4 0.1 2.8 -0.0327
C 0.598 0.590 0.245 -1.2 0.9 -0.1 -0.5282
C 2.011 2.727 -0.511 0.9 -1.5 -0.9 -0.7968
C -0.442 -2.290 2.378 0.5 1.2 2.0 -0.3634
N -0.205 2.397 -1.882 1.7 -0.8 -0.5 -1.1634
S 0.151 2.395 -0.377 2.2 -0.6 0.8 1.0239
H -2.234 -0.847 -2.032 0.7 0.5 1.7 0.2241
H -0.570 -2.539 -2.017 0.4 -0.3 -0.5 0.2112
H -2.080 0.949 0.162 -0.1 -2.3 -1.4 0.2141
H 0.566 -3.240 -0.159 -0.1 0.0 1.2 0.2256
H -0.913 0.238 1.861 0.3 0.8 0.8 0.2269
H 1.132 0.194 -0.622 -0.6 -0.6 0.2 0.2413
H 1.243 0.735 1.033 2.2 0.8 1.5 0.2018
H 2.324 2.333 -1.533 -0.8 -0.1 1.2 0.2449
H 2.371 3.731 -0.620 -0.8 1.0 0.5 0.2342
H 2.657 2.234 0.267 -1.0 0.4 -0.6 0.2202
H -0.146 -3.300 2.572 0.0 -0.8 -0.9 0.1987
H -0.624 -1.873 3.416 -0.1 0.4 -1.6 0.1972
H -1.114 2.686 -2.094 -1.7 0.5 0.1 0.3646

***

# 3
24
Properties=species:S:1:pos:R:3:forces:R:3:nbo_charge:R:1 method="wB97M-V/def2-TZVPD" s2=0.7557 gap_ev="8.7 / 4.5" multiplicity=2 e_above_lowest_ev=2.300 e_tot_ha=-501.10470 e_lumo_ev="0.4 / -3.6"
O 2.061 2.550 -0.353 -0.2 0.6 -0.4 -0.4774
H 2.981 2.677 -0.589 0.7 -0.2 0.0 0.4519
H 0.902 1.922 0.270 -2.8 -1.2 1.1 0.4910
O -0.046 1.544 0.620 2.4 1.5 -0.9 -0.7199
C -0.121 0.203 0.527 -1.1 -1.3 0.7 0.3612
C -0.991 -0.381 -0.444 1.6 0.8 0.3 -0.0637
C -1.007 -1.774 -0.542 0.1 0.6 0.2 -0.2129
C -0.293 -2.552 0.376 -0.2 -0.1 0.0 -0.2202
C 0.402 -1.963 1.436 0.3 0.6 0.4 -0.2211
C 0.470 -0.575 1.568 -0.7 0.8 -1.7 -0.0706
C 1.160 0.148 2.694 0.1 -0.3 0.0 -0.6280
C -1.677 0.517 -1.463 0.1 -0.3 0.5 -0.4208
C -0.752 0.874 -2.627 -0.1 -0.2 0.2 -0.5935
H -1.574 -2.174 -1.387 0.2 -0.3 0.5 0.2087
H -0.322 -3.632 0.289 0.1 0.0 0.0 0.2125
H 0.943 -2.511 2.217 -0.4 -0.3 -0.5 0.2078
H 1.586 -0.659 3.287 0.4 0.3 0.4 0.2091
H 1.960 0.831 2.337 -0.4 -0.4 0.2 0.2126
H 0.473 0.739 3.334 0.3 -0.3 -0.5 0.2309
H -2.486 -0.107 -1.854 -0.4 0.5 0.0 0.2016
H -2.035 1.469 -1.007 0.0 -0.9 -0.2 0.2262
H -1.324 1.474 -3.342 0.3 0.0 0.0 0.2062
H 0.111 1.436 -2.244 -0.2 -0.1 -0.3 0.2062
H -0.419 -0.057 -3.104 0.1 0.4 0.0 0.2018

***

# 4
23
Properties=species:S:1:pos:R:3:forces:R:3:nbo_charge:R:1 method="wB97M-V/def2-TZVPD" s2=0.7543 gap_ev="2.9 / 8.3" charge=-1 multiplicity=2 e_above_lowest_ev=0.918 e_tot_ha=-351.24558 e_lumo_ev="4.2 / 3.9"
C -2.713 0.171 0.020 0.2 -0.3 2.1 -0.6956
C -2.973 -1.163 0.814 0.0 1.6 -0.8 -0.6597
H -2.278 0.880 0.733 -0.2 0.1 0.0 0.1929
H -1.881 -0.034 -0.659 -0.6 0.3 -0.6 0.2241
H -3.641 0.631 -0.323 0.3 -0.2 -0.7 0.1914
H -2.845 -1.894 0.020 0.1 -0.9 0.8 0.2050
H -3.951 -1.212 1.274 -0.6 0.0 -0.3 0.1783
H -2.313 -1.170 1.678 0.6 -0.7 -0.4 0.2117
C -0.037 2.387 -0.127 0.9 -0.3 -0.6 -0.6712
C 1.098 0.439 -1.333 -1.0 1.2 -0.3 -0.3699
C 0.673 1.037 -0.127 0.1 0.1 0.3 -0.0751
C 1.767 -0.759 -1.350 1.0 -2.3 0.2 -0.3035
C 0.810 0.289 1.038 0.0 0.5 0.2 -0.2805
C 1.890 -1.524 -0.204 -1.3 1.2 0.9 -0.3166
C 1.284 -1.016 0.986 0.8 -1.4 -0.6 -0.3598
H 0.838 0.978 -2.231 0.3 0.0 -0.4 0.1805
H 2.167 -1.248 -2.237 -0.2 0.5 -0.4 0.1853
H -1.096 2.189 -0.030 -0.3 0.4 0.7 0.2090
H 0.010 2.962 -1.060 0.5 -0.4 -0.1 0.1984
H 0.588 0.697 2.027 -0.4 0.2 -0.3 0.1822
H 2.212 -2.548 -0.115 0.5 -0.1 -0.6 0.1850
H 1.301 -1.743 1.791 -0.2 0.6 0.6 0.1815
H 0.451 3.027 0.607 -0.7 0.1 0.4 0.2066

***

# 5
23
Properties=species:S:1:pos:R:3:forces:R:3:nbo_charge:R:1 method="wB97M-V/def2-TZVPD" s2=0.7523 gap_ev="2.7 / 8.6" charge=-1 multiplicity=2 e_above_lowest_ev=0.380 e_tot_ha=-351.26535 e_lumo_ev="3.8 / 3.8"
C -1.089 -0.139 2.178 1.1 -0.3 0.7 -0.8348
C -1.595 -1.648 0.266 -0.6 0.3 0.3 -0.2514
C -0.736 -0.672 0.828 -0.7 -0.7 0.0 -0.1210
C -1.350 -2.287 -0.921 1.0 0.4 -0.1 -0.2672
C 0.515 -0.538 0.236 1.3 -0.4 -0.2 -0.3754
C -0.130 -1.973 -1.570 -0.3 -0.9 -0.5 -0.2971
C 0.836 -1.205 -0.953 -1.0 0.5 -0.1 -0.2337
H -2.502 -1.887 0.824 0.0 0.1 -0.1 0.1854
H -2.048 -2.988 -1.359 0.0 0.0 0.1 0.1934
H -2.138 0.075 2.351 -0.1 0.1 -0.2 0.2058
H -0.468 0.705 2.476 -0.2 0.3 -0.2 0.2097
H 1.319 0.012 0.713 -0.3 0.2 0.1 0.1846
H 0.125 -2.454 -2.512 -0.2 0.1 0.0 0.1815
H 1.739 -1.068 -1.535 0.3 0.2 0.5 0.1958
H -0.794 -0.898 2.951 -0.3 0.0 -0.2 0.1588
C 1.640 3.943 -0.034 1.0 0.1 -0.4 -0.6451
C 1.206 2.546 -0.433 0.0 0.5 0.3 -0.6588
H 2.495 3.838 0.651 -0.5 0.4 0.2 0.1916
H 2.074 4.447 -0.904 -0.2 0.2 -0.1 0.1801
H 0.850 4.586 0.347 0.0 -0.1 0.3 0.1942
H 0.291 2.593 -1.033 0.3 -0.4 -0.1 0.1997
H 1.033 1.962 0.458 -0.4 -0.1 0.1 0.2107
H 2.057 2.080 -0.937 -0.4 -0.2 -0.3 0.1931

***

Repeat the third record exactly.
24
Properties=species:S:1:pos:R:3:forces:R:3:nbo_charge:R:1 method="wB97M-V/def2-TZVPD" s2=0.7557 gap_ev="8.7 / 4.5" multiplicity=2 e_above_lowest_ev=2.300 e_tot_ha=-501.10470 e_lumo_ev="0.4 / -3.6"
O 2.061 2.550 -0.353 -0.2 0.6 -0.4 -0.4774
H 2.981 2.677 -0.589 0.7 -0.2 0.0 0.4519
H 0.902 1.922 0.270 -2.8 -1.2 1.1 0.4910
O -0.046 1.544 0.620 2.4 1.5 -0.9 -0.7199
C -0.121 0.203 0.527 -1.1 -1.3 0.7 0.3612
C -0.991 -0.381 -0.444 1.6 0.8 0.3 -0.0637
C -1.007 -1.774 -0.542 0.1 0.6 0.2 -0.2129
C -0.293 -2.552 0.376 -0.2 -0.1 0.0 -0.2202
C 0.402 -1.963 1.436 0.3 0.6 0.4 -0.2211
C 0.470 -0.575 1.568 -0.7 0.8 -1.7 -0.0706
C 1.160 0.148 2.694 0.1 -0.3 0.0 -0.6280
C -1.677 0.517 -1.463 0.1 -0.3 0.5 -0.4208
C -0.752 0.874 -2.627 -0.1 -0.2 0.2 -0.5935
H -1.574 -2.174 -1.387 0.2 -0.3 0.5 0.2087
H -0.322 -3.632 0.289 0.1 0.0 0.0 0.2125
H 0.943 -2.511 2.217 -0.4 -0.3 -0.5 0.2078
H 1.586 -0.659 3.287 0.4 0.3 0.4 0.2091
H 1.960 0.831 2.337 -0.4 -0.4 0.2 0.2126
H 0.473 0.739 3.334 0.3 -0.3 -0.5 0.2309
H -2.486 -0.107 -1.854 -0.4 0.5 0.0 0.2016
H -2.035 1.469 -1.007 0.0 -0.9 -0.2 0.2262
H -1.324 1.474 -3.342 0.3 0.0 0.0 0.2062
H 0.111 1.436 -2.244 -0.2 -0.1 -0.3 0.2062
H -0.419 -0.057 -3.104 0.1 0.4 0.0 0.2018

***

Copy entry 4 word for word.
23
Properties=species:S:1:pos:R:3:forces:R:3:nbo_charge:R:1 method="wB97M-V/def2-TZVPD" s2=0.7543 gap_ev="2.9 / 8.3" charge=-1 multiplicity=2 e_above_lowest_ev=0.918 e_tot_ha=-351.24558 e_lumo_ev="4.2 / 3.9"
C -2.713 0.171 0.020 0.2 -0.3 2.1 -0.6956
C -2.973 -1.163 0.814 0.0 1.6 -0.8 -0.6597
H -2.278 0.880 0.733 -0.2 0.1 0.0 0.1929
H -1.881 -0.034 -0.659 -0.6 0.3 -0.6 0.2241
H -3.641 0.631 -0.323 0.3 -0.2 -0.7 0.1914
H -2.845 -1.894 0.020 0.1 -0.9 0.8 0.2050
H -3.951 -1.212 1.274 -0.6 0.0 -0.3 0.1783
H -2.313 -1.170 1.678 0.6 -0.7 -0.4 0.2117
C -0.037 2.387 -0.127 0.9 -0.3 -0.6 -0.6712
C 1.098 0.439 -1.333 -1.0 1.2 -0.3 -0.3699
C 0.673 1.037 -0.127 0.1 0.1 0.3 -0.0751
C 1.767 -0.759 -1.350 1.0 -2.3 0.2 -0.3035
C 0.810 0.289 1.038 0.0 0.5 0.2 -0.2805
C 1.890 -1.524 -0.204 -1.3 1.2 0.9 -0.3166
C 1.284 -1.016 0.986 0.8 -1.4 -0.6 -0.3598
H 0.838 0.978 -2.231 0.3 0.0 -0.4 0.1805
H 2.167 -1.248 -2.237 -0.2 0.5 -0.4 0.1853
H -1.096 2.189 -0.030 -0.3 0.4 0.7 0.2090
H 0.010 2.962 -1.060 0.5 -0.4 -0.1 0.1984
H 0.588 0.697 2.027 -0.4 0.2 -0.3 0.1822
H 2.212 -2.548 -0.115 0.5 -0.1 -0.6 0.1850
H 1.301 -1.743 1.791 -0.2 0.6 0.6 0.1815
H 0.451 3.027 0.607 -0.7 0.1 0.4 0.2066

***

Copy entry 5 word for word.
23
Properties=species:S:1:pos:R:3:forces:R:3:nbo_charge:R:1 method="wB97M-V/def2-TZVPD" s2=0.7523 gap_ev="2.7 / 8.6" charge=-1 multiplicity=2 e_above_lowest_ev=0.380 e_tot_ha=-351.26535 e_lumo_ev="3.8 / 3.8"
C -1.089 -0.139 2.178 1.1 -0.3 0.7 -0.8348
C -1.595 -1.648 0.266 -0.6 0.3 0.3 -0.2514
C -0.736 -0.672 0.828 -0.7 -0.7 0.0 -0.1210
C -1.350 -2.287 -0.921 1.0 0.4 -0.1 -0.2672
C 0.515 -0.538 0.236 1.3 -0.4 -0.2 -0.3754
C -0.130 -1.973 -1.570 -0.3 -0.9 -0.5 -0.2971
C 0.836 -1.205 -0.953 -1.0 0.5 -0.1 -0.2337
H -2.502 -1.887 0.824 0.0 0.1 -0.1 0.1854
H -2.048 -2.988 -1.359 0.0 0.0 0.1 0.1934
H -2.138 0.075 2.351 -0.1 0.1 -0.2 0.2058
H -0.468 0.705 2.476 -0.2 0.3 -0.2 0.2097
H 1.319 0.012 0.713 -0.3 0.2 0.1 0.1846
H 0.125 -2.454 -2.512 -0.2 0.1 0.0 0.1815
H 1.739 -1.068 -1.535 0.3 0.2 0.5 0.1958
H -0.794 -0.898 2.951 -0.3 0.0 -0.2 0.1588
C 1.640 3.943 -0.034 1.0 0.1 -0.4 -0.6451
C 1.206 2.546 -0.433 0.0 0.5 0.3 -0.6588
H 2.495 3.838 0.651 -0.5 0.4 0.2 0.1916
H 2.074 4.447 -0.904 -0.2 0.2 -0.1 0.1801
H 0.850 4.586 0.347 0.0 -0.1 0.3 0.1942
H 0.291 2.593 -1.033 0.3 -0.4 -0.1 0.1997
H 1.033 1.962 0.458 -0.4 -0.1 0.1 0.2107
H 2.057 2.080 -0.937 -0.4 -0.2 -0.3 0.1931